# 1
The following is a quantum chemistry calculation of one molecule with the formula C8H8ClNO2S at a distorted geometry, from the Open Molecules 2025 dataset.

The SMILES is O=[S@@]1(Cl)=CCCc2cccnc2O1. The gap between HOMO and LUMO (spin up / spin down) is 8.19 / 8.19 eV. The value obtained for the energy relative to the best compared isomer or geometry (same formula, charge and spin) is 80.0 kcal/mol.

Last column: natural (NBO) charge in e.
Element x y z (Å)
C 1.03900 -1.62903 2.39213  -0.27
C 0.92231 -0.34622 1.86372  -0.14
C 0.51684 -2.69480 1.68490  0.04
C 0.27549 -0.14872 0.65364  -0.09
C -0.20369 -1.34372 0.05800  0.49
C 0.27333 1.25062 0.02091  -0.46
C -1.02178 1.96413 -0.52046  -0.51
C -1.20739 2.08145 -2.04915  -0.39
N -0.10565 -2.55231 0.51938  -0.42
O -1.73624 -0.38621 -3.28526  -0.83
O -0.89938 -1.11512 -1.14133  -0.69
S -0.89416 0.12382 -2.27186  1.81
Cl 1.04093 -0.20144 -2.98986  -0.25
H 1.53268 -1.78508 3.33738  0.23
H 1.34236 0.49446 2.39630  0.22
H 0.58891 -3.71046 2.04552  0.20
H 0.69767 1.89754 0.79449  0.23
H 1.00615 1.22863 -0.79164  0.23
H -1.91222 1.48964 -0.09812  0.21
H -1.01593 2.99179 -0.14527  0.23
H -0.23923 2.39103 -2.47341  0.16

# 2
The following is a quantum chemistry calculation of C17H24B2N10O7P2S2Y as an isolated structure at a distorted geometry, from the Open Molecules 2025 dataset.

The gap between HOMO and LUMO is 7.74 eV. The value obtained for the energy relative to the best compared isomer or geometry (same formula, charge and spin) is 12.8 kcal/mol. Its charge is -1.

Last column: natural (NBO) charge in e.
Element x y z (Å)
Y -0.43273 0.07281 0.34230  1.75
C 3.65811 0.38576 2.92646  -0.36
C 3.00439 0.34784 1.68870  -0.04
N 1.68530 0.35785 1.85276  -0.33
N 1.46947 0.39593 3.18217  -0.31
C 2.63326 0.40857 3.84999  -0.02
B 0.03897 0.29525 3.75556  0.56
N -0.78536 1.45741 3.14851  -0.30
C -1.55064 2.32442 3.82419  0.01
C -1.98218 3.30261 2.94905  -0.35
C -1.41679 2.94321 1.72493  0.00
N -0.69931 1.83043 1.85388  -0.41
N -0.47651 -1.09363 3.34588  -0.31
C -0.92008 -2.08114 4.12903  0.02
C -1.06682 -3.21812 3.36013  -0.35
C -0.70033 -2.81599 2.07711  0.01
N -0.34144 -1.53143 2.07678  -0.42
H 4.71850 0.38726 3.11183  0.22
H 3.42881 0.33411 0.69879  0.23
H 2.65484 0.41877 4.92748  0.21
H 0.04997 0.39803 4.94835  -0.04
H -1.72591 2.19892 4.87943  0.22
H -2.61564 4.14546 3.16430  0.22
H -1.50342 3.43248 0.76775  0.23
H -1.10681 -1.91469 5.17679  0.21
H -1.41138 -4.18807 3.67281  0.22
H -0.68856 -3.39010 1.16536  0.24
C 0.68680 4.22339 -1.67346  -0.40
N 0.79120 3.27679 -2.75627  -0.37
C 1.72505 3.28091 -3.77190  -0.09
C 1.50358 2.16283 -4.49486  -0.04
N 0.45748 1.47372 -3.93117  -0.51
B -0.03571 0.08818 -4.40251  0.19
N 0.70139 -1.05562 -3.59715  -0.48
C 0.58527 -2.35791 -4.03290  -0.06
C 1.22133 -3.16708 -3.16270  -0.07
N 1.75218 -2.35320 -2.18827  -0.36
C 2.38685 -2.78960 -0.96742  -0.39
C 1.38655 -1.06756 -2.44586  0.32
S 1.86657 0.22517 -1.41742  -0.37
C 0.02778 2.15883 -2.86072  0.34
S -1.24130 1.80521 -1.77757  -0.31
H 1.35069 5.06286 -1.87027  0.20
H 0.96247 3.74727 -0.73070  0.22
H -0.34041 4.57414 -1.58676  0.22
H 2.45090 4.06644 -3.88446  0.21
H 2.01242 1.78691 -5.36460  0.22
H -1.21491 -0.01289 -4.22315  -0.03
H 0.28140 -0.04331 -5.56145  -0.07
H 0.03815 -2.59354 -4.92846  0.23
H 1.33075 -4.23616 -3.14270  0.22
H 2.51480 -3.86925 -1.00838  0.20
H 1.76513 -2.53242 -0.10986  0.23
H 3.35342 -2.30177 -0.84991  0.21
O -2.73143 -1.45030 -2.18339  -1.00
P -1.99414 -2.31832 -1.07010  2.59
O -1.93113 -3.73811 -1.42581  -1.12
O -0.67052 -1.61689 -0.74048  -1.25
O -2.94541 -2.15323 0.25748  -1.09
P -3.32247 -0.74949 0.98484  2.56
O -4.86602 -0.55977 0.55569  -0.99
O -3.19572 -0.87141 2.44660  -1.12
O -2.56047 0.34656 0.27074  -1.21
H -2.61648 -0.49023 -2.05229  0.53
H -5.40375 -1.15510 1.09729  0.50

# 3
The following is a quantum chemistry calculation of one molecule with the formula C16H23N3O3S2 at a distorted geometry, from the Open Molecules 2025 dataset.

The SMILES is CC(C)CC(=O)NC(=S)Nc1ccc(S(=O)(=O)N2CCCC2)cc1. The gap between HOMO and LUMO is 8.68 eV. The value obtained for the energy relative to the best compared isomer or geometry (same formula, charge and spin) is 6.5 kcal/mol.

Last column: natural (NBO) charge in e.
Element x y z (Å)
C 1.21859 -0.27887 6.04174  -0.61
H 1.31600 -1.32485 6.32121  0.21
H 1.42404 -0.19214 4.97746  0.21
H 1.96777 0.29358 6.58310  0.21
C -0.17848 0.23954 6.36901  -0.19
C -0.30873 1.71412 5.99465  -0.62
H 0.39164 2.30371 6.58146  0.22
H -1.31089 2.08534 6.20108  0.20
H -0.07914 1.87659 4.94391  0.21
H -0.33819 0.14723 7.44915  0.21
C -1.26068 -0.63204 5.69418  -0.50
C -1.12711 -0.66373 4.19357  0.70
O -0.50783 -1.52443 3.59511  -0.62
N -1.76103 0.36888 3.55717  -0.64
C -1.81241 0.66324 2.19568  0.28
N -1.19324 -0.21843 1.39531  -0.61
C -1.05255 -0.28265 0.01582  0.25
C -1.60932 0.63089 -0.87838  -0.28
C -1.41116 0.46546 -2.23789  -0.16
C -0.66418 -0.59708 -2.70523  -0.36
C -0.10665 -1.51255 -1.83031  -0.16
C -0.30020 -1.35805 -0.47437  -0.24
H 0.12463 -2.06699 0.22157  0.22
H 0.46280 -2.33502 -2.23097  0.24
S -0.37930 -0.81989 -4.45590  2.31
O -0.63260 -2.18697 -4.80495  -0.94
O -1.08456 0.20466 -5.17644  -0.95
N 1.29720 -0.59508 -4.48996  -0.66
C 1.65223 0.81114 -4.50897  -0.24
H 2.62805 0.91861 -4.02627  0.20
H 0.91181 1.37393 -3.94236  0.22
C 1.71295 1.22296 -5.99224  -0.43
H 0.80674 1.75986 -6.26418  0.23
H 2.57240 1.86371 -6.18354  0.21
C 1.79977 -0.10688 -6.76152  -0.43
H 0.88178 -0.27606 -7.32248  0.22
H 2.64217 -0.13486 -7.45035  0.21
C 1.93133 -1.17085 -5.66257  -0.24
H 2.98008 -1.36357 -5.41753  0.20
H 1.43463 -2.10898 -5.90175  0.24
H -1.84016 1.15332 -2.94946  0.24
H -2.19406 1.45949 -0.51724  0.26
H -0.74679 -0.98797 1.91276  0.44
S -2.61226 2.04606 1.79337  -0.19
H -2.24491 1.05609 4.12236  0.43
H -2.24936 -0.26369 5.97276  0.22
H -1.15084 -1.65676 6.05244  0.24

# 4
The following is a quantum chemistry calculation of one molecule with the formula C14H20N2O4S at a distorted geometry, from the Open Molecules 2025 dataset.

The SMILES is CSCC[C@H](NC(=O)[C@@H](N)Cc1ccc(O)cc1)C(=O)O. The gap between HOMO and LUMO is 9.16 eV. The value obtained for the energy relative to the best compared isomer or geometry (same formula, charge and spin) is 116.6 kcal/mol.

Last column: natural (NBO) charge in e.
Element x y z (Å)
C 0.34831 -1.09594 0.29042  -0.12
C -1.13389 -0.58689 0.72748  0.70
C 1.17502 -0.05074 0.88676  -0.45
C 2.65311 0.00731 0.55793  -0.06
C 3.41439 -0.95871 1.24101  -0.15
C 3.23712 0.61324 -0.51303  -0.18
C 4.72394 -1.37953 0.70061  -0.27
C 4.50101 0.29519 -1.08004  -0.30
C 5.25243 -0.58918 -0.34903  0.30
C -3.50598 -0.64731 0.03893  -0.18
C -4.29552 -1.75547 -0.52929  0.81
C -3.91477 0.68712 -0.40038  -0.42
C -3.26504 1.91444 0.35594  -0.48
C -0.43962 3.07765 0.36763  -0.76
H -0.02139 -0.32739 -1.38896  0.36
H 1.23692 -1.53028 -1.63187  0.39
H 0.51322 -2.17879 0.53191  0.22
H 0.99802 -0.13715 1.88029  0.24
H 0.91109 0.84179 0.42808  0.21
H 3.00344 -1.46663 2.02238  0.20
H 2.38086 1.10667 -1.18004  0.20
H 5.40276 -2.01131 1.17944  0.22
H 4.79545 0.73073 -2.03739  0.22
H 6.84349 0.09031 -1.46240  0.49
H -1.97466 -1.53437 -0.98589  0.45
H -3.74165 -0.64404 1.20862  0.26
H -4.95600 0.71535 -0.20281  0.22
H -3.89974 0.97188 -1.42416  0.22
H -3.83492 2.86783 0.25355  0.24
H -2.80389 1.68795 1.38136  0.26
H 0.50904 3.44511 -0.13850  0.24
H -0.62219 4.06549 0.93130  0.22
H -0.10970 2.28363 1.03664  0.22
H -5.55889 -3.17462 -0.31591  0.49
N 0.31354 -1.30691 -1.16087  -0.86
N -2.04637 -0.82339 -0.26704  -0.64
O -1.43548 -0.29094 1.89769  -0.64
O 6.51112 -0.77627 -0.86065  -0.68
O -3.83014 -2.31326 -1.45959  -0.55
O -5.53421 -2.30634 0.25712  -0.72
S -1.80024 2.48379 -0.78724  0.08

# 5
The following is a quantum chemistry calculation of one molecule with the formula C3H9BS at a distorted geometry, from the Open Molecules 2025 dataset.

The SMILES is CSB(C)C. The gap between HOMO and LUMO is 9.36 eV. The value obtained for the energy relative to the best compared isomer or geometry (same formula, charge and spin) is 0.0 kcal/mol.

Last column: natural (NBO) charge in e.
Element x y z (Å)
S -1.20953 -0.76405 -0.74325  0.04
B 0.47688 -0.43257 -0.02410  0.62
C -2.24455 0.59494 -0.57702  -0.79
C 1.07903 0.96298 -0.11982  -1.03
C 1.29906 -1.54227 0.70127  -0.99
H -2.19550 1.13350 0.40108  0.23
H -3.28518 0.15615 -0.62254  0.24
H -2.14269 1.19359 -1.51276  0.22
H 2.17862 1.03393 -0.18967  0.25
H 0.56677 1.55003 -0.87458  0.23
H 0.91228 1.45725 0.83368  0.25
H 1.70053 -1.09342 1.61923  0.24
H 0.73552 -2.40041 1.05162  0.23
H 2.12877 -1.84964 0.05685  0.25

# 6
The following is a quantum chemistry calculation of C11H14NiO3 as an isolated structure at a distorted geometry, from the Open Molecules 2025 dataset.

The gap between HOMO and LUMO (spin up / spin down) is 7.21 / 5.49 eV. The multiplicity is 3. Its charge is +2. Its expectation value of S² is 2.04.

Last column: natural (NBO) charge in e.
Element x y z (Å)
C 0.10678 2.81096 0.54414  -0.24
C 1.42883 2.13099 0.47899  0.08
C 1.76441 0.59172 0.93239  -0.20
C 1.34690 -0.69888 0.32048  0.13
C 0.39022 -0.95286 -0.98643  -0.30
C 1.23429 -0.94218 -2.43039  -0.62
C -0.94090 0.00032 -1.07141  -0.44
C -1.82423 0.02230 0.31599  -0.28
C -3.04563 -1.09141 0.33783  -0.64
C 1.99720 -1.98454 1.13081  0.72
O 1.75506 -3.28936 0.97673  -0.40
O 2.97163 -1.43016 2.09595  -0.43
C 2.68325 0.02410 2.17823  0.76
O 3.03387 0.89365 3.13937  -0.42
H -0.55739 2.85454 1.50692  0.23
H -0.35354 3.29225 -0.44658  0.28
H 2.35405 2.78327 0.10094  0.33
H -0.00946 -2.07369 -0.89080  0.29
H 0.64651 -0.26181 -3.18547  0.24
H 1.21585 -2.03859 -2.88006  0.27
H 2.36294 -0.66290 -2.29368  0.25
H -0.67268 1.07044 -1.49269  0.21
H -1.64881 -0.49016 -1.89826  0.28
H -1.20598 -0.13809 1.29658  0.25
H -2.34187 1.09012 0.37708  -0.06
H -2.61734 -2.17742 0.41891  0.27
H -3.69758 -0.89301 1.30673  0.25
H -3.67882 -0.95584 -0.66057  0.24
Ni -2.69758 2.51621 0.77828  0.95